Below is an isolated ion of composition C8H9FNO2 and charge -1 in a non-equilibrium geometry, with properties calculated with ωB97M-V with the def2-TZVPD basis set.

Output
ΔE to the lowest compared entry with this formula, charge and spin   2.661 eV
Calculated total energy   -16742.235 eV
SMILES string   [H]/N=C1/C[C@H](CC#C[O-])O[C@@]1(C)F
Gap between HOMO and LUMO   6.02 eV
HOMO   -0.099 Eh

Structure (ORCA input):
```
! wB97M-V def2-TZVPD RIJCOSX def2/J DEFGRID3
* xyz -1 1
H 2.35962 2.26718 0.47887
N 1.33986 2.23913 0.21843
C 1.01814 1.02328 0.08750
C -0.27883 0.77643 -0.62046
C -0.32131 -0.69572 -0.97971
C -1.83894 -1.05627 -0.98242
C -2.63502 -0.28473 -0.08614
C -3.72899 0.21147 0.11070
O -4.71864 0.56622 0.66647
O 0.52657 -1.21800 0.07678
C 1.61418 -0.33919 0.30622
C 2.30490 -0.41941 1.68753
F 2.56027 -0.50993 -0.74714
H -0.39652 1.49126 -1.44537
H -1.12793 0.90691 -0.00144
H 0.18346 -0.84102 -1.86326
H -2.03136 -0.77431 -2.16336
H -2.02749 -2.10463 -0.87346
H 3.20196 0.19472 1.69236
H 2.52597 -1.37040 1.98501
H 1.47010 -0.06298 2.45289
*
```